Entry 1:
Formula: C28H19GeN3S2SeTc
Source: the Open Molecules 2025 dataset
Level of theory: wB97M-V/def2-TZVPD

The LUMO energy comes out at -0.178 Ha. As for the gap between HOMO and LUMO: 7.15 eV.

ORCA input file:
```
! wB97M-V def2-TZVPD RIJCOSX def2/J DEFGRID3
* xyz 1 1
Tc 0.62 0.65 -0.31
S -0.23 -1.51 -0.43
C 1.23 -1.94 -1.38
S 2.21 -0.53 -1.52
C 1.41 -3.18 -1.87
C 2.58 -3.48 -2.66
N 3.50 -3.70 -3.30
C 0.45 -4.22 -1.62
N -0.35 -5.02 -1.43
Se -1.40 -0.49 -2.08
C -2.92 -1.66 -2.14
C -2.78 -2.92 -2.69
C -3.91 -3.73 -2.73
N -5.11 -3.33 -2.29
C -5.22 -2.11 -1.78
C -4.15 -1.22 -1.67
H -1.83 -3.29 -3.07
H -3.85 -4.73 -3.14
H -6.20 -1.82 -1.43
H -4.28 -0.24 -1.24
C 1.30 0.68 1.24
Ge 1.85 0.05 3.07
C 1.23 -1.76 2.74
C 0.13 -2.28 3.41
C -0.35 -3.55 3.09
C 0.28 -4.30 2.11
C 1.40 -3.79 1.45
C 1.87 -2.52 1.76
C 3.75 0.21 3.26
C 4.54 -0.93 3.42
C 5.91 -0.80 3.58
C 6.50 0.46 3.56
C 5.72 1.59 3.40
C 4.34 1.47 3.25
C 0.77 1.10 4.28
C 0.90 0.92 5.65
C 0.14 1.68 6.53
C -0.75 2.63 6.04
C -0.89 2.81 4.67
C -0.13 2.05 3.79
H -0.37 -1.69 4.18
H -1.21 -3.95 3.61
H -0.09 -5.28 1.85
H 1.91 -4.40 0.72
H 2.74 -2.13 1.25
H 4.08 -1.91 3.44
H 6.52 -1.69 3.71
H 7.57 0.55 3.68
H 6.18 2.57 3.39
H 3.74 2.37 3.12
H 1.61 0.20 6.05
H 0.25 1.54 7.60
H -1.34 3.22 6.73
H -1.58 3.55 4.29
H -0.24 2.20 2.73
*
```

Calculated atomic charges, method Mulliken, unit e:
1 Tc -0.21
2 S -0.04
3 C 1.05
4 S -0.17
5 C 0.70
6 C -0.45
7 N -0.37
8 C -0.17
9 N -0.44
10 Se 0.17
11 C 0.18
12 C -0.12
13 C -0.53
14 N -0.51
15 C -0.36
16 C -0.31
17 H 0.55
18 H 0.38
19 H 0.37
20 H 0.41
21 C -0.02
22 Ge 1.62
23 C 0.29
24 C -0.23
25 C -0.82
26 C -0.59
27 C -0.96
28 C -0.45
29 C 0.56
30 C -0.39
31 C -0.67
32 C -0.46
33 C -0.68
34 C -0.56
35 C 0.25
36 C -0.37
37 C -0.71
38 C -0.45
39 C -0.65
40 C -0.28
41 H 0.42
42 H 0.44
43 H 0.46
44 H 0.69
45 H 0.62
46 H 0.39
47 H 0.40
48 H 0.40
49 H 0.40
50 H 0.41
51 H 0.42
52 H 0.41
53 H 0.40
54 H 0.39
55 H 0.21


Entry 2:
Formula: C24H34BrClIrN6O2
Source: the Open Molecules 2025 dataset
Level of theory: wB97M-V/def2-TZVPD

The LUMO energy (spin up / spin down) comes out at -0.205 / -0.325 Ha. As for the gap between HOMO and LUMO (spin up / spin down): 4.08 / 4.91 eV.

ORCA input file:
```
! wB97M-V def2-TZVPD RIJCOSX def2/J DEFGRID3
* xyz 2 6
Ir -2.20 -8.28 15.16
C -4.94 -6.65 13.97
N -3.80 -5.72 14.04
C -4.04 -4.50 14.85
C -2.59 -5.96 13.46
N -2.09 -7.25 13.50
C -1.50 -7.88 12.39
C -1.16 -7.32 11.13
C -0.38 -8.09 10.24
C -0.04 -9.43 10.62
C -0.49 -10.04 11.79
C -1.26 -9.28 12.67
N -1.76 -9.76 13.82
C -1.91 -11.08 14.21
N -1.13 -11.54 15.20
C 0.14 -10.86 15.63
C -1.51 -12.73 15.97
N -2.83 -11.83 13.56
C -3.97 -11.17 12.93
C -2.44 -13.12 13.05
N -1.77 -4.96 13.03
C -0.34 -5.16 12.83
C -2.23 -3.71 12.40
H -5.59 -6.45 14.81
H -4.68 -7.70 14.02
H -5.50 -6.48 13.05
H -4.37 -4.83 15.86
H -4.83 -3.89 14.39
H -3.14 -3.91 14.91
H -1.55 -6.31 10.83
H 0.05 -7.73 9.29
H 0.66 -9.99 9.96
H -0.27 -11.10 11.99
H 0.46 -10.10 14.91
H 0.92 -11.64 15.66
H -0.01 -10.44 16.61
H -2.59 -12.88 15.87
H -1.22 -12.58 17.02
H -1.03 -13.64 15.63
H -4.60 -10.62 13.67
H -4.70 -11.89 12.49
H -3.63 -10.47 12.17
H -1.36 -13.35 13.11
H -2.73 -13.20 12.01
H -3.02 -13.89 13.60
H -0.01 -6.15 13.09
H 0.21 -4.46 13.44
H -0.07 -5.06 11.76
H -3.23 -3.80 11.99
H -1.55 -3.51 11.57
H -2.21 -2.92 13.15
Br -4.44 -10.98 23.14
C -4.33 -10.15 21.44
C -5.46 -10.23 20.65
C -5.37 -9.94 19.28
C -4.19 -9.57 18.64
C -3.05 -9.51 19.47
C -3.10 -9.79 20.85
C -4.25 -9.30 17.13
O -5.25 -9.36 16.37
O -2.96 -9.26 16.66
H -6.40 -10.57 21.06
H -6.28 -10.01 18.67
H -2.12 -9.21 18.99
H -2.21 -9.59 21.46
Cl 0.01 -6.77 16.87
C -1.72 -6.86 16.42
H -1.99 -5.91 15.90
H -2.34 -7.12 17.27
*
```

Calculated atomic charges, method Mulliken, unit e:
1 Ir 0.93
2 C -0.81
3 N 0.36
4 C -1.21
5 C -0.36
6 N 0.64
7 C 0.39
8 C -0.44
9 C -0.81
10 C -0.75
11 C -0.52
12 C 0.22
13 N 0.65
14 C -0.96
15 N 0.54
16 C -0.97
17 C -1.14
18 N 0.30
19 C -0.80
20 C -1.23
21 N 0.24
22 C -1.27
23 C -1.15
24 H 0.38
25 H 0.24
26 H 0.26
27 H 0.43
28 H 0.36
29 H 0.44
30 H 0.60
31 H 0.44
32 H 0.40
33 H 0.45
34 H 0.25
35 H 0.44
36 H 0.30
37 H 0.38
38 H 0.39
39 H 0.34
40 H 0.19
41 H 0.44
42 H 0.29
43 H 0.39
44 H 0.43
45 H 0.43
46 H 0.38
47 H 0.43
48 H 0.52
49 H 0.38
50 H 0.42
51 H 0.40
52 Br -0.05
53 C 0.03
54 C -0.29
55 C -0.72
56 C 0.56
57 C -0.25
58 C -0.49
59 C 0.31
60 O -0.71
61 O -0.47
62 H 0.43
63 H 0.40
64 H 0.30
65 H 0.43
66 Cl -0.16
67 C -0.53
68 H 0.01
69 H 0.52


Entry 3:
Formula: C6H15P
Source: the Open Molecules 2025 dataset
Level of theory: wB97M-V/def2-TZVPD

The energy relative to the best compared isomer or geometry (same formula, charge and spin) comes out at 93.2 kJ/mol. The LUMO energy comes out at 0.041 Ha. As for the gap between HOMO and LUMO: 9.52 eV. Its SMILES is CC[C@@H](C)P(C)C.

ORCA input file:
```
! wB97M-V def2-TZVPD RIJCOSX def2/J DEFGRID3
* xyz 0 1
C 2.33 1.39 0.92
C -0.16 -0.23 2.00
C 1.01 0.91 0.07
C -0.57 -1.95 -1.79
C -2.18 0.46 -1.26
C 0.18 -0.35 0.53
P -1.44 -1.03 -0.46
H 2.09 1.64 2.00
H 2.79 2.26 0.52
H -0.88 -1.01 2.29
H 0.71 -0.34 2.73
H -0.77 0.66 2.32
H 3.11 0.58 0.97
H 0.27 1.63 0.53
H 1.14 0.84 -0.99
H -0.30 -2.87 -1.35
H -1.37 -2.02 -2.58
H 0.20 -1.40 -2.48
H -2.29 0.33 -2.36
H -3.08 0.60 -0.85
H -1.47 1.30 -1.17
H 0.67 -1.40 0.42
*
```

Calculated atomic charges, method Mulliken, unit e:
1 C -1.15
2 C -1.55
3 C -0.59
4 C -1.11
5 C -1.04
6 C 0.31
7 P 0.22
8 H 0.27
9 H 0.39
10 H 0.48
11 H 0.30
12 H 0.34
13 H 0.28
14 H 0.29
15 H 0.35
16 H 0.36
17 H 0.39
18 H 0.28
19 H 0.33
20 H 0.36
21 H 0.29
22 H 0.18


Entry 4:
Formula: C5H8ClOP
Source: the Open Molecules 2025 dataset
Level of theory: wB97M-V/def2-TZVPD

The energy relative to the best compared isomer or geometry (same formula, charge and spin) comes out at 236.0 kJ/mol. The LUMO energy (spin up / spin down) comes out at 0.030 / -0.090 Ha. As for the gap between HOMO and LUMO (spin up / spin down): 7.16 / 7.66 eV.

ORCA input file:
```
! wB97M-V def2-TZVPD RIJCOSX def2/J DEFGRID3
* xyz 0 3
C 0.64 0.31 -2.52
C 0.68 1.95 1.92
C -0.18 0.29 -1.48
C -0.13 1.11 1.24
C -1.01 -2.22 0.48
O 1.92 -0.43 0.20
P 0.49 -0.17 0.14
Cl -2.72 -1.93 0.13
H 0.49 0.19 -3.59
H 1.64 -0.01 -2.21
H 0.23 2.65 2.61
H 1.75 1.94 1.82
H -1.35 0.47 -1.60
H -1.17 1.15 1.50
H -0.67 -2.28 1.50
H -0.63 -3.02 -0.13
*
```

Calculated atomic charges, method Mulliken, unit e:
1 C -0.58
2 C -0.70
3 C -0.06
4 C -0.13
5 C -0.64
6 O -0.62
7 P 0.45
8 Cl -0.13
9 H 0.30
10 H 0.24
11 H 0.26
12 H 0.30
13 H 0.20
14 H 0.31
15 H 0.40
16 H 0.40


Entry 5:
Formula: C5H8
Source: the Open Molecules 2025 dataset
Level of theory: wB97M-V/def2-TZVPD

The energy relative to the best compared isomer or geometry (same formula, charge and spin) comes out at 173.6 kJ/mol. The LUMO energy comes out at 0.042 Ha. As for the gap between HOMO and LUMO: 10.34 eV. Its SMILES is C=CC(=C)C.

ORCA input file:
```
! wB97M-V def2-TZVPD RIJCOSX def2/J DEFGRID3
* xyz 0 1
C -0.65 0.67 -1.88
C 0.16 0.46 1.84
C -0.68 0.78 -0.54
C 0.14 -0.03 0.63
C 0.85 -1.23 0.10
H -1.44 1.25 -2.35
H -0.24 -0.12 -2.50
H 0.69 -0.09 2.53
H -0.24 1.47 2.15
H -1.47 1.35 -0.04
H 0.34 -1.66 -0.75
H 0.73 -2.02 0.82
H 1.80 -0.85 -0.02
*
```

Calculated atomic charges, method Mulliken, unit e:
1 C -0.73
2 C -0.96
3 C -0.30
4 C 0.84
5 C -1.31
6 H 0.25
7 H 0.28
8 H 0.34
9 H 0.25
10 H 0.27
11 H 0.34
12 H 0.40
13 H 0.33


Entry 6:
Formula: C17H23ClN4O5P
Source: the Open Molecules 2025 dataset
Level of theory: wB97M-V/def2-TZVPD

The LUMO energy comes out at -0.180 Ha. As for the gap between HOMO and LUMO: 6.78 eV.

ORCA input file:
```
! wB97M-V def2-TZVPD RIJCOSX def2/J DEFGRID3
* xyz 1 1
N 0.23 1.52 3.44
C -0.52 1.46 2.19
C 0.47 1.20 1.07
C -0.20 0.99 -0.29
C 0.60 1.42 -1.52
N 1.78 2.36 -1.28
C 2.99 1.78 -1.10
N 4.00 1.94 -2.07
N 3.29 1.06 0.02
P 1.66 3.67 -2.51
O 3.05 4.44 -2.21
Cl 2.03 2.78 -4.31
H 0.96 0.82 3.46
H -0.37 1.39 4.24
H -1.00 2.42 2.02
H -1.26 0.65 2.19
H 1.18 2.03 1.08
H 1.05 0.32 1.32
H -0.39 -0.08 -0.39
H -1.17 1.46 -0.28
H 0.96 0.60 -2.13
H -0.06 1.99 -2.17
H 4.45 1.02 -2.10
H 4.74 2.55 -1.72
H 3.96 1.46 0.66
H 2.81 0.21 0.27
H 2.91 5.04 -1.47
C 0.23 -3.86 3.90
C 0.65 -2.67 3.50
C 1.69 -2.53 2.46
O 2.08 -1.43 2.10
C 2.25 -3.77 1.87
C 1.83 -4.97 2.27
C 0.78 -5.11 3.31
O 0.40 -6.20 3.67
H -0.53 -3.99 4.66
H 0.26 -1.75 3.92
H 3.01 -3.65 1.11
H 2.22 -5.89 1.85
C -3.51 0.33 -3.62
C -3.01 0.09 -2.41
C -3.88 -0.31 -1.28
O -3.41 -0.52 -0.18
C -5.33 -0.44 -1.55
C -5.84 -0.21 -2.76
C -4.96 0.19 -3.89
O -5.41 0.41 -4.99
H -2.89 0.63 -4.46
H -1.96 0.18 -2.19
H -5.95 -0.74 -0.71
H -6.89 -0.30 -2.98
*
```

Calculated atomic charges, method Mulliken, unit e:
1 N -0.65
2 C -0.66
3 C 0.07
4 C -0.48
5 C -1.08
6 N 0.45
7 C 0.01
8 N -0.36
9 N -0.19
10 P 0.26
11 O -0.51
12 Cl -0.15
13 H 0.21
14 H 0.27
15 H 0.38
16 H 0.38
17 H 0.29
18 H -0.48
19 H 0.45
20 H 0.42
21 H 0.36
22 H 0.69
23 H 0.34
24 H 0.31
25 H 0.19
26 H 0.22
27 H 0.37
28 C -0.46
29 C -0.22
30 C 0.53
31 O -0.55
32 C -0.36
33 C -0.43
34 C 0.26
35 O -0.50
36 H 0.43
37 H 0.39
38 H 0.40
39 H 0.41
40 C -0.32
41 C -0.03
42 C 0.28
43 O -0.53
44 C -0.41
45 C -0.41
46 C 0.28
47 O -0.52
48 H 0.44
49 H 0.34
50 H 0.43
51 H 0.42


Entry 7:
Formula: C4H9O3P
Source: the Open Molecules 2025 dataset
Level of theory: wB97M-V/def2-TZVPD

The energy relative to the best compared isomer or geometry (same formula, charge and spin) comes out at 33.4 kJ/mol. The LUMO energy comes out at -0.008 Ha. As for the gap between HOMO and LUMO: 9.89 eV.

ORCA input file:
```
! wB97M-V def2-TZVPD RIJCOSX def2/J DEFGRID3
* xyz 0 1
C -0.30 -1.10 0.65
C -0.83 -0.01 -0.02
C -0.81 1.26 0.64
C -1.41 -0.11 -1.36
O 1.60 0.52 -1.17
O 2.08 -1.95 -0.32
O 2.26 0.07 1.26
P 1.69 -0.54 -0.14
H -0.13 -1.04 1.75
H -0.29 -2.14 0.19
H 0.16 1.32 1.11
H -1.46 1.32 1.48
H -1.10 2.10 0.03
H -2.03 -0.91 -1.56
H -0.47 -0.32 -2.01
H -1.85 0.82 -1.58
H 2.89 0.70 1.06
*
```

Calculated atomic charges, method Mulliken, unit e:
1 C -0.89
2 C 1.06
3 C -1.27
4 C -1.32
5 O -0.62
6 O -0.63
7 O -0.44
8 P 0.98
9 H 0.35
10 H 0.31
11 H 0.27
12 H 0.41
13 H 0.40
14 H 0.39
15 H 0.30
16 H 0.39
17 H 0.32


Entry 8:
Formula: C7H12N3O3
Source: the Open Molecules 2025 dataset
Level of theory: wB97M-V/def2-TZVPD

The energy relative to the best compared isomer or geometry (same formula, charge and spin) comes out at 370.6 kJ/mol. The LUMO energy comes out at -0.149 Ha. As for the gap between HOMO and LUMO: 9.49 eV. Its SMILES is CCCc1nn(C(=O)OC)oc1=[NH2+].

ORCA input file:
```
! wB97M-V def2-TZVPD RIJCOSX def2/J DEFGRID3
* xyz 1 1
C 0.41 -0.13 -0.62
C -0.02 -1.10 0.35
C -3.11 0.32 -0.72
C -4.90 0.96 0.59
C 4.09 0.09 0.04
C 1.82 0.25 -1.03
C 2.67 0.62 0.21
N -1.67 -0.11 -0.50
N -0.72 0.41 -1.08
N 0.76 -1.98 0.94
O -3.58 0.62 -1.77
O -1.31 -1.06 0.50
O -3.55 0.40 0.49
H -5.16 1.20 -0.35
H -4.84 1.86 1.24
H -5.51 0.11 1.00
H 4.55 0.37 -0.89
H 4.62 0.55 0.82
H 4.05 -1.06 0.25
H 2.27 -0.77 -1.32
H 1.87 0.90 -1.89
H 2.90 1.78 0.12
H 2.24 0.40 1.15
H 1.78 -2.08 0.75
H 0.38 -2.55 1.70
*
```

Calculated atomic charges, method Mulliken, unit e:
1 C 0.46
2 C 0.55
3 C 0.54
4 C -0.65
5 C -1.13
6 C -0.84
7 C -0.44
8 N 0.94
9 N -0.77
10 N -0.31
11 O -0.42
12 O -0.34
13 O -0.30
14 H 0.41
15 H 0.24
16 H 0.25
17 H 0.31
18 H 0.40
19 H 0.26
20 H 0.29
21 H 0.39
22 H 0.28
23 H 0.42
24 H 0.22
25 H 0.27


Entry 9:
Formula: C3H5FOS
Source: the Open Molecules 2025 dataset
Level of theory: wB97M-V/def2-TZVPD

The energy relative to the best compared isomer or geometry (same formula, charge and spin) comes out at 2.5 kJ/mol. The LUMO energy comes out at 0.026 Ha. As for the gap between HOMO and LUMO: 10.70 eV. Its SMILES is O=C(S)CCF.

ORCA input file:
```
! wB97M-V def2-TZVPD RIJCOSX def2/J DEFGRID3
* xyz 0 1
C -1.41 0.04 0.00
C -0.04 0.70 -0.35
C 1.17 0.09 0.35
H -0.23 -1.99 -0.07
H -0.14 1.72 0.09
H -0.02 0.80 -1.47
H 1.00 -0.12 1.43
H 1.98 0.78 0.24
O -2.37 0.75 0.03
F 1.59 -1.11 -0.24
S -1.52 -1.67 -0.02
*
```

Calculated atomic charges, method Mulliken, unit e:
1 C 0.41
2 C -0.35
3 C -0.35
4 H 0.16
5 H 0.26
6 H 0.29
7 H 0.29
8 H 0.28
9 O -0.50
10 F -0.29
11 S -0.19


Entry 10:
Formula: C5H7NO3
Source: the Open Molecules 2025 dataset
Level of theory: wB97M-V/def2-TZVPD

The energy relative to the best compared isomer or geometry (same formula, charge and spin) comes out at 292.9 kJ/mol. The LUMO energy comes out at 0.014 Ha. As for the gap between HOMO and LUMO: 10.42 eV. Its SMILES is NC(=O)C[C@@H]1O[C@@H]1C=O.

ORCA input file:
```
! wB97M-V def2-TZVPD RIJCOSX def2/J DEFGRID3
* xyz 0 1
O -0.42 -1.41 -3.28
C -0.48 -1.42 -2.08
C -1.28 -0.42 -1.31
O -1.44 -0.67 0.08
C -0.65 0.44 -0.29
C 0.82 0.42 0.05
C 1.17 1.19 1.31
N 0.70 0.72 2.47
H 0.07 -2.18 -1.47
H -2.16 -0.04 -1.83
H -1.15 1.41 -0.14
H 1.18 -0.61 0.18
H 1.39 0.86 -0.78
O 2.23 1.84 1.37
H -0.28 0.85 2.67
H 1.48 0.73 3.20
*
```

Calculated atomic charges, method Mulliken, unit e:
1 O -0.46
2 C -0.24
3 C 0.18
4 O -0.44
5 C -0.22
6 C -0.31
7 C 0.23
8 N -0.42
9 H 0.34
10 H 0.44
11 H 0.43
12 H 0.30
13 H 0.28
14 O -0.59
15 H 0.23
16 H 0.26


Entry 11:
Formula: C16H16ClN5O3S2
Source: the Open Molecules 2025 dataset
Level of theory: wB97M-V/def2-TZVPD

The LUMO energy comes out at -0.036 Ha. As for the gap between HOMO and LUMO: 8.13 eV. Its SMILES is [H]/N=C(/N)SCc1cc(Cl)ccc1Oc1ccc([N+](=O)[O-])cc1CS/C(N)=N\[H].

ORCA input file:
```
! wB97M-V def2-TZVPD RIJCOSX def2/J DEFGRID3
* xyz 0 1
O 5.34 -1.95 1.73
O 5.77 -2.17 -0.46
Cl -3.02 3.47 3.21
N -3.84 -1.35 2.71
N 0.65 2.60 -2.31
O -0.21 -0.19 -0.58
S -2.63 -2.25 0.51
S 2.79 1.20 -3.17
C -3.72 -2.31 1.88
C 1.70 2.54 -3.06
C -0.75 2.42 2.02
C -0.13 1.58 1.12
C 1.36 -1.24 0.94
C 2.66 -1.70 1.21
C -2.87 1.38 1.45
C 3.32 -1.12 -1.01
C -2.16 2.34 2.15
C -0.84 0.59 0.38
C 1.04 -0.72 -0.34
C 3.68 -1.64 0.25
C -2.21 0.51 0.55
C 2.05 -0.66 -1.33
N -4.57 -3.34 2.05
N 1.79 3.61 -3.90
N 5.02 -1.93 0.53
C -3.03 -0.56 -0.14
C 1.76 -0.25 -2.77
H -3.23 -0.59 2.55
H 0.43 1.83 -1.73
H -0.18 3.21 2.54
H 0.94 1.71 1.00
H 0.56 -1.32 1.67
H 2.86 -2.05 2.22
H -3.97 1.35 1.59
H 4.05 -0.96 -1.79
H -4.27 -4.22 1.63
H -4.96 -3.35 2.99
H 0.98 4.20 -3.74
H 2.00 3.33 -4.86
H -4.13 -0.41 -0.05
H -2.81 -0.55 -1.27
H 2.09 -1.05 -3.46
H 0.70 0.01 -2.91
*
```

Calculated atomic charges, method Mulliken, unit e:
1 O -0.55
2 O -0.56
3 Cl -0.23
4 N -0.84
5 N -0.80
6 O -0.49
7 S -0.25
8 S -0.21
9 C 0.61
10 C 0.67
11 C -0.89
12 C 0.35
13 C -0.36
14 C -0.60
15 C -0.79
16 C -0.22
17 C 0.28
18 C 0.11
19 C 0.34
20 C -0.49
21 C 0.21
22 C 0.61
23 N -0.46
24 N -0.52
25 N 0.90
26 C -0.96
27 C -1.02
28 H 0.41
29 H 0.22
30 H 0.39
31 H 0.47
32 H 0.48
33 H 0.43
34 H 0.39
35 H 0.49
36 H 0.25
37 H 0.27
38 H 0.27
39 H 0.24
40 H 0.46
41 H 0.43
42 H 0.51
43 H 0.44


Entry 12:
Formula: CHINOS
Source: the Open Molecules 2025 dataset
Level of theory: wB97M-V/def2-TZVPD

The energy relative to the best compared isomer or geometry (same formula, charge and spin) comes out at 258.0 kJ/mol. The LUMO energy (spin up / spin down) comes out at 0.098 / 0.098 Ha. As for the gap between HOMO and LUMO (spin up / spin down): 4.85 / 4.85 eV.

ORCA input file:
```
! wB97M-V def2-TZVPD RIJCOSX def2/J DEFGRID3
* xyz -1 1
C 1.52 0.77 0.34
N -1.01 -1.06 -0.44
O 0.83 1.58 0.80
S 2.73 0.40 -0.55
I -3.06 -1.51 -0.28
H -1.01 -0.19 0.12
*
```

Calculated atomic charges, method Mulliken, unit e:
1 C 0.59
2 N -0.68
3 O -0.30
4 S -0.34
5 I -0.36
6 H 0.09